The following is a DFT calculation (the ωB97M-V functional and the def2-TZVPD basis) of a molecular structure, C17H44BaNO20S5 in a non-equilibrium geometry.

Last column: Mulliken charge in e.
Geometry (Å):
Ba 1.50 11.47 5.01  0.947
N -1.30 9.31 4.02  0.749
O -0.37 9.85 3.37  -0.494
O -1.27 9.37 5.29  -0.547
O -2.18 8.65 3.44  -0.676
O 0.96 13.18 2.76  -0.850
C 1.76 14.31 2.77  -0.623
C 2.72 14.56 3.97  -0.216
O 3.40 13.52 4.62  -0.734
H 1.11 15.21 2.72  0.239
H 2.44 14.35 1.89  0.283
H 2.16 15.06 4.80  -0.052
H 3.48 15.34 3.73  0.201
O 2.54 10.71 0.41  -0.634
S 3.35 10.47 1.58  0.895
O 2.74 10.14 2.84  -0.527
O 4.41 9.26 1.26  -0.291
C 4.99 9.27 -0.04  -0.343
C 6.51 9.31 0.06  -1.156
C 4.45 11.88 1.80  -0.013
H 4.66 10.09 -0.67  0.423
H 4.78 8.33 -0.54  0.317
H 6.91 10.19 0.55  0.298
H 6.89 9.28 -0.97  0.389
H 6.92 8.45 0.59  0.294
H 3.82 12.71 2.14  -0.338
H 4.88 12.07 0.82  0.371
H 5.12 11.64 2.62  0.176
O 3.70 10.36 6.13  0.218
S 5.06 9.97 5.88  0.771
O 5.79 10.71 4.88  -0.696
O 5.83 10.02 7.32  -0.372
C 5.48 8.99 8.26  0.497
C 5.69 9.54 9.66  -1.276
C 5.01 8.19 5.45  -0.770
H 6.15 8.14 8.14  0.289
H 4.44 8.67 8.19  -0.160
H 4.90 10.28 9.84  0.162
H 6.64 10.01 9.87  0.357
H 5.42 8.76 10.37  0.399
H 4.66 8.19 4.42  0.290
H 4.25 7.82 6.12  0.136
H 6.00 7.78 5.61  0.390
O 1.31 13.09 7.21  0.293
S 2.04 13.78 8.25  1.010
O 2.01 15.21 8.28  -0.794
O 1.53 13.26 9.69  -0.404
C 0.11 13.20 9.83  0.475
C -0.16 12.68 11.24  -1.544
C 3.71 13.09 8.26  -0.658
H -0.32 12.50 9.11  -0.359
H -0.37 14.17 9.69  0.458
H 0.25 11.69 11.44  0.273
H -1.22 12.77 11.49  0.373
H 0.40 13.36 11.90  0.453
H 4.00 12.84 7.25  0.084
H 3.66 12.23 8.94  0.143
H 4.31 13.87 8.73  0.465
O 1.12 10.23 7.41  0.301
S 1.10 9.41 8.60  0.897
O 2.19 9.49 9.54  -0.656
O -0.23 9.75 9.43  -0.342
C -1.42 9.96 8.66  0.971
C -2.62 9.44 9.43  -1.630
C 0.83 7.69 8.08  -0.828
H -1.36 9.47 7.68  0.140
H -1.58 11.01 8.41  -0.233
H -2.79 9.81 10.44  0.344
H -2.48 8.35 9.52  0.346
H -3.55 9.53 8.87  0.398
H 1.72 7.51 7.48  0.197
H -0.03 7.69 7.42  0.288
H 0.78 7.09 8.98  0.377
O -1.97 13.85 7.29  -0.739
S -1.62 13.90 5.89  0.943
O -0.88 12.86 5.25  -0.272
O -2.99 14.08 5.06  -0.248
C -2.97 14.28 3.63  0.044
C -4.35 14.02 3.06  -1.449
C -0.75 15.45 5.59  -0.625
H -2.25 13.61 3.16  0.261
H -2.70 15.33 3.54  0.256
H -4.20 14.15 1.98  0.405
H -5.10 14.75 3.35  0.332
H -4.69 13.00 3.19  0.357
H -0.79 15.70 4.54  0.220
H 0.26 15.30 5.97  -0.049
H -1.25 16.20 6.20  0.406

## Properties
E_LUMO (eV): 1.6329
Net charge: -1
Orbital gap (Ha): 0.166
Energy relative to the best compared isomer or geometry (same formula, charge and spin) (kcal/mol): 0.00
E_HOMO (eV): -2.886
2S+1: 1
Calculated total energy (Ha): -4250.0432
Largest force on an atom (hartree/bohr): 0.0536